Formula: C44H116F3N10O12
Source: the OMol25 dataset
Level of theory: wB97M-V/def2-TZVPD

Results
LUMO energy, eV: 2.195
Charge: -1
Total energy, Ha: -3495.84453
HOMO energy, eV: -6.06
Multiplicity: 1
Kohn-Sham gap, eV: 8.258

Each line ends with the Löwdin charge.
Positions of all 185 atoms, in Å:
C  0.451  -0.398  0.199  -0.38
O  1.016  0.904  -0.361  -0.18
O  1.304  -1.322  0.671  -0.21
C  -0.613  0.112  1.252  -0.51
F  -1.587  -0.772  1.428  0.13
F  -0.023  0.417  2.455  0.10
F  -1.259  1.227  0.801  0.10
C  2.141  0.687  -1.242  -0.24
C  3.271  1.710  -0.984  -0.07
H  3.924  1.902  -1.853  0.07
H  3.023  2.686  -0.524  0.06
H  4.033  1.298  -0.285  0.04
H  1.777  0.787  -2.262  0.07
H  2.628  -0.352  -1.108  0.11
H  -0.203  -0.763  -0.664  0.13
C  4.592  -3.275  0.554  -0.06
C  4.991  -1.901  1.070  -0.38
C  5.552  -1.100  -0.108  -0.24
O  6.734  -1.570  -0.708  -0.20
C  7.367  -0.661  -1.636  -0.08
N  3.924  -1.102  1.728  0.08
H  3.579  -3.327  0.167  0.05
H  4.467  -4.023  1.350  0.07
H  5.248  -3.687  -0.213  0.07
H  5.815  -1.934  1.825  0.15
H  5.665  -0.032  0.163  0.10
H  4.725  -1.092  -0.881  0.13
H  7.325  0.310  -1.174  0.07
H  6.790  -0.608  -2.582  0.08
H  8.350  -1.088  -1.866  0.09
H  3.825  -1.335  2.695  0.03
H  3.052  -1.083  1.206  0.03
C  3.834  -0.097  -4.963  -0.07
C  2.623  -0.160  -5.844  -0.43
C  2.801  -1.201  -6.935  -0.21
O  1.618  -1.216  -7.761  -0.22
C  1.733  -0.197  -8.857  -0.07
N  1.362  -0.395  -5.047  0.06
H  3.983  -1.123  -4.613  0.08
H  3.667  0.521  -4.060  0.07
H  4.731  0.284  -5.492  0.09
H  2.566  0.812  -6.322  0.12
H  2.813  -2.196  -6.569  0.11
H  3.727  -0.885  -7.442  0.12
H  2.576  -0.486  -9.485  0.07
H  1.967  0.873  -8.482  0.10
H  0.803  -0.224  -9.439  0.08
H  1.405  -1.071  -4.269  0.04
H  0.597  -0.641  -5.648  0.06
C  -1.640  3.048  -1.851  -0.04
C  -0.783  2.562  -3.003  -0.43
C  0.490  3.425  -2.975  -0.23
O  0.167  4.719  -3.409  -0.19
C  0.846  5.771  -2.638  -0.08
N  -0.443  1.183  -2.846  0.06
H  -1.945  4.053  -2.086  0.07
H  -1.101  3.076  -0.894  0.07
H  -2.503  2.391  -1.692  0.06
H  -1.308  2.689  -3.950  0.13
H  1.234  2.966  -3.689  0.13
H  1.082  3.466  -2.023  0.11
H  0.377  6.189  -1.713  0.09
H  0.985  6.651  -3.283  0.08
H  1.762  5.337  -2.279  0.06
H  -0.053  1.039  -1.907  0.04
H  0.122  0.804  -3.571  0.01
C  -2.260  3.507  3.948  -0.05
C  -1.465  3.885  5.199  -0.42
C  -1.863  3.025  6.367  -0.28
O  -3.209  3.162  6.610  -0.18
C  -3.489  2.475  7.815  -0.11
N  0.001  3.642  5.064  0.04
H  -3.324  3.301  4.124  0.07
H  -1.759  2.543  3.644  0.09
H  -2.190  4.198  3.131  0.06
H  -1.627  4.940  5.467  0.14
H  -1.336  3.217  7.280  0.11
H  -1.605  1.959  6.057  0.14
H  -3.171  1.411  7.720  0.10
H  -4.538  2.521  8.028  0.08
H  -2.936  2.951  8.619  0.08
H  0.421  4.077  4.194  0.07
H  0.139  2.633  4.983  0.06
C  -0.828  -2.735  -2.560  -0.05
C  0.422  -3.484  -2.861  -0.38
C  0.596  -3.922  -4.362  -0.24
O  -0.407  -4.689  -4.899  -0.18
C  -0.153  -5.085  -6.247  -0.10
N  1.598  -2.579  -2.512  0.06
H  -1.073  -2.857  -1.471  0.06
H  -1.620  -3.098  -3.122  0.06
H  -0.615  -1.646  -2.725  0.08
H  0.456  -4.462  -2.366  0.12
H  1.453  -4.532  -4.227  0.10
H  0.875  -2.979  -4.944  0.12
H  0.806  -5.617  -6.350  0.09
H  -0.257  -4.224  -6.994  0.11
H  -0.957  -5.791  -6.432  0.08
H  1.532  -2.309  -1.531  0.03
H  2.551  -2.979  -2.483  0.08
C  -5.168  1.732  0.582  -0.04
C  -5.821  0.361  0.861  -0.42
C  -5.039  -0.304  1.975  -0.23
O  -5.119  0.390  3.211  -0.19
C  -4.220  -0.113  4.214  -0.08
N  -7.235  0.449  1.102  0.06
H  -5.784  2.398  0.003  0.04
H  -4.253  1.686  0.038  0.05
H  -5.041  2.322  1.490  0.08
H  -5.660  -0.238  -0.032  0.10
H  -3.987  -0.427  1.713  0.10
H  -5.354  -1.358  2.135  0.12
H  -4.330  0.504  5.093  0.07
H  -3.184  -0.020  3.875  0.08
H  -4.412  -1.194  4.439  0.10
H  -7.622  -0.466  1.228  0.06
H  -7.414  0.932  1.948  0.06
C  0.079  -2.246  5.627  -0.07
C  1.069  -1.464  4.731  -0.43
C  2.226  -1.082  5.656  -0.16
O  3.341  -0.431  4.882  -0.24
C  4.615  -1.081  5.173  -0.11
N  1.534  -2.322  3.632  0.09
H  -0.261  -1.772  6.526  0.05
H  0.517  -3.186  5.902  0.06
H  -0.834  -2.547  4.943  0.11
H  0.542  -0.518  4.385  0.13
H  2.736  -1.905  6.110  0.09
H  1.873  -0.418  6.516  0.14
H  5.309  -0.734  4.422  0.06
H  4.539  -2.155  4.985  0.08
H  4.979  -0.927  6.231  0.10
H  1.799  -1.780  2.816  0.03
H  0.786  -2.908  3.370  0.01
C  4.236  3.621  4.339  -0.08
C  3.833  2.447  3.573  -0.47
C  2.996  2.689  2.333  -0.26
O  1.836  3.359  2.664  -0.22
C  1.012  3.639  1.505  -0.07
N  4.966  1.681  3.012  0.05
H  3.332  4.259  4.650  0.10
H  4.784  4.281  3.533  0.11
H  4.924  3.415  5.197  0.08
H  3.219  1.758  4.179  0.13
H  2.739  1.739  1.867  0.12
H  3.559  3.311  1.665  0.11
H  1.392  4.371  0.828  0.06
H  0.035  4.184  1.955  0.12
H  0.815  2.657  1.018  0.07
H  5.221  2.069  2.092  0.07
H  4.594  0.806  2.741  -0.01
C  -0.802  -6.220  1.094  -0.04
C  -0.694  -4.742  0.628  -0.40
C  -1.859  -3.863  1.026  -0.20
O  -3.072  -4.427  0.542  -0.18
C  -3.856  -3.584  -0.171  -0.15
N  0.469  -4.147  1.344  0.05
H  -0.477  -6.238  2.082  0.04
H  -0.110  -6.848  0.495  0.08
H  -1.866  -6.552  1.077  0.08
H  -0.589  -4.644  -0.451  0.10
H  -1.707  -2.884  0.512  0.09
H  -1.763  -3.687  2.079  0.12
H  -4.480  -2.898  0.455  0.08
H  -4.510  -4.223  -0.821  0.10
H  -3.214  -2.841  -0.751  0.08
H  0.866  -3.315  0.911  0.04
H  1.130  -4.918  1.479  0.07
C  -4.197  1.004  -4.253  -0.05
C  -5.108  0.802  -3.068  -0.45
C  -6.508  1.180  -3.521  -0.22
O  -6.558  2.553  -3.817  -0.20
C  -6.575  3.382  -2.655  -0.10
N  -5.140  -0.468  -2.307  0.05
H  -3.138  0.984  -3.910  0.07
H  -4.431  1.962  -4.695  0.08
H  -4.336  0.196  -5.012  0.09
H  -4.826  1.474  -2.315  0.08
H  -7.366  0.940  -2.876  0.13
H  -6.693  0.640  -4.460  0.12
H  -5.619  3.572  -2.205  0.07
H  -7.153  2.906  -1.821  0.09
H  -7.176  4.293  -2.903  0.10
H  -5.324  -1.280  -2.924  0.08
H  -4.160  -0.615  -1.961  0.09

Atomic forces in eV per Å
-0.217 -0.839 -0.360
1.027 -1.391 0.501
-1.147 1.560 -0.947
1.479 1.119 -0.733
-0.016 -0.614 0.641
-0.920 -0.216 -0.994
0.342 -0.186 0.477
1.018 -0.510 0.776
1.288 -0.046 0.756
-0.698 -0.020 -0.212
-0.481 -0.510 -0.532
-0.743 0.017 -0.015
0.179 -0.172 -0.138
-1.154 1.467 -0.107
0.496 0.196 0.690
-0.614 -1.140 0.769
0.700 0.719 0.582
-1.447 1.466 -1.226
0.756 -0.505 -0.062
-1.532 -1.357 0.222
1.624 -0.065 -1.306
-0.290 0.769 -0.480
0.595 0.181 0.143
0.265 0.148 0.101
-0.451 -0.439 -0.505
0.137 -0.403 0.264
0.549 0.026 0.367
0.678 0.655 0.017
0.136 -0.036 0.316
-0.162 0.488 0.318
-0.386 -0.299 0.322
-0.351 -0.226 0.214
0.343 -0.237 0.880
-1.445 -0.435 0.993
-0.992 1.515 -0.348
0.863 1.977 -1.938
0.255 -0.052 1.657
1.118 0.593 0.051
0.537 0.062 0.188
-0.005 -0.173 -0.526
-0.487 -0.350 0.248
-0.531 0.259 -0.233
0.603 -0.922 0.670
-0.230 -0.651 -0.516
-0.019 -0.074 -0.152
-0.665 -1.716 -0.312
0.263 0.059 0.364
0.552 0.322 -0.498
-0.157 -0.116 -0.351
-0.397 -0.418 0.211
0.981 0.329 1.103
1.237 -0.648 -1.060
0.365 2.380 1.175
-0.697 -0.299 -0.511
-1.168 -0.578 1.245
-0.413 0.447 0.078
0.124 -0.138 -0.306
-0.041 0.203 -0.144
0.085 0.303 -0.115
-0.538 0.344 0.246
-1.111 -0.395 -0.232
-0.604 -0.842 -0.627
0.219 -0.542 -0.017
0.826 0.222 -0.146
-0.209 -0.055 -0.620
0.669 -0.162 -0.588
0.438 -1.819 0.380
1.043 0.530 -0.124
0.475 -1.135 -1.423
-1.381 -0.399 0.739
0.346 -0.420 -0.570
-0.082 0.960 -1.038
0.269 0.122 0.150
-0.762 0.729 -0.194
0.280 0.496 -0.356
0.119 -0.186 -0.055
0.865 0.433 0.384
-0.331 0.660 0.420
-0.198 0.486 0.197
-0.596 0.053 -0.018
0.122 -0.062 0.394
-0.748 -0.873 1.409
0.139 0.307 -0.255
1.340 1.579 2.223
1.420 -0.498 -1.005
1.208 2.648 1.075
-0.807 -0.037 -0.646
-0.714 0.622 -0.028
-0.082 -0.715 0.097
0.122 0.250 -0.974
-1.662 -0.508 -1.132
-0.602 -0.824 -0.098
-0.066 0.240 0.539
1.495 -0.624 -0.636
-0.541 -1.255 0.255
-0.085 0.371 0.013
0.411 -0.949 1.060
-0.002 -0.126 -0.378
-0.600 0.321 0.173
-0.826 -0.491 -0.657
-1.152 0.487 0.602
1.322 0.580 -0.032
0.636 -1.197 0.753
0.077 -0.015 0.457
-0.360 -0.478 -1.003
-0.382 0.168 -0.759
-0.718 -0.106 -0.569
0.941 -0.399 -0.079
0.385 -0.323 0.292
-0.139 -0.144 -0.049
0.243 0.336 -0.316
-0.376 0.279 -0.059
-0.232 0.068 0.245
0.072 -0.055 -0.108
0.002 0.769 -0.089
-0.174 -0.528 -0.054
-0.122 0.654 0.947
-1.513 -0.849 -2.818
-0.184 0.583 0.741
1.115 1.967 -0.513
-0.280 -1.132 1.393
-1.012 0.206 0.158
0.631 1.083 1.374
-0.199 0.632 0.294
0.413 -0.568 0.203
1.460 0.714 1.485
0.752 -0.983 0.322
-0.337 -1.099 0.287
0.468 -0.423 -1.234
0.355 0.582 0.155
-0.244 -0.176 0.217
-0.364 0.129 -1.065
-0.264 0.018 -0.038
-0.874 -0.856 -0.747
0.523 3.457 -0.668
-0.889 -2.526 -1.195
-0.315 0.284 0.893
-1.755 1.500 -0.610
-2.327 -0.378 2.590
0.999 0.942 0.453
1.296 -1.090 -0.192
-0.541 -0.770 1.733
-0.669 0.118 -0.797
0.524 0.110 0.028
0.203 -0.278 -0.204
0.696 0.371 -0.853
0.978 0.446 -0.576
1.912 -1.648 -1.104
-0.263 1.010 0.024
0.025 0.190 0.636
-0.386 -1.454 -0.229
-0.976 0.748 -2.100
0.798 0.213 0.879
0.225 0.303 -1.613
1.097 -1.032 1.439
-0.992 1.924 -1.328
-0.309 -1.364 -0.190
0.519 -0.142 1.909
-0.685 0.148 0.240
0.907 -0.053 -0.324
0.023 -0.452 -0.220
-0.062 -0.510 0.552
-0.711 -0.033 0.843
0.048 -0.609 -0.150
0.483 0.896 0.342
-0.829 -1.016 0.032
0.122 -0.007 -0.033
0.204 0.910 -0.135
1.212 -1.296 0.043
-1.316 -1.009 0.184
-0.442 -0.288 -0.364
-0.133 0.956 0.182
-2.140 -0.359 0.280
1.544 -0.764 -0.814
-0.524 0.028 -0.397
0.095 0.222 -0.204
0.064 0.537 0.438
0.423 1.351 1.021
0.568 -0.208 0.451
-0.091 0.205 -0.061
0.749 0.431 -0.286
0.194 -0.004 -0.635
0.987 -0.485 0.058
0.152 0.640 0.329
-1.168 -0.022 -0.348